(a)
Molecular formula: C4H17NO3
Method: DFT, ωB97M-V with the def2-TZVPD basis set

ORCA input file:
```
! wB97M-V def2-TZVPD RIJCOSX def2/J DEFGRID3
* xyz 0 1
C -2.431 0.632 -1.085
C -0.979 0.595 -1.617
N -0.170 -0.284 -0.648
C -0.193 0.091 0.781
C -0.535 -1.655 -1.002
H -2.937 -0.306 -1.229
H -2.254 0.947 -0.088
H -2.945 1.460 -1.503
H -0.547 1.592 -1.646
H -1.027 0.103 -2.627
H -0.985 -0.522 1.342
H -0.579 1.199 0.836
H 0.864 0.034 1.115
H -1.619 -2.093 -0.864
H -0.458 -1.723 -2.043
H 0.026 -2.392 -0.495
O 2.205 -2.833 2.639
H 1.840 -2.995 3.495
H 1.549 -2.530 2.082
O 0.888 2.405 2.638
H 1.590 2.903 2.874
H 0.884 2.540 1.654
O 2.541 1.357 -1.552
H 2.013 0.724 -1.130
H 3.258 0.752 -1.928
*
```

The calculation puts the HOMO energy at -8.63 eV.

***

(b)
Molecular formula: C4H17NO3
Method: DFT, ωB97M-V with the def2-TZVPD basis set

ORCA input file:
```
! wB97M-V def2-TZVPD RIJCOSX def2/J DEFGRID3
* xyz 0 1
C -2.408 -1.166 1.650
C -1.071 -1.104 0.942
C 0.057 -0.393 1.740
N 0.868 0.463 0.868
C 1.919 1.195 1.585
H -2.561 -0.311 2.313
H -3.224 -1.078 0.926
H -2.625 -2.048 2.250
H -0.720 -2.134 0.814
H -1.081 -0.696 -0.063
H -0.435 0.323 2.392
H 0.643 -1.180 2.220
H 1.319 -0.086 0.148
H 1.738 1.405 2.636
H 2.903 0.767 1.375
H 2.006 2.195 1.133
O -0.463 2.036 -1.681
H -1.119 2.196 -0.987
H 0.306 1.863 -1.111
O -0.763 -0.652 -2.360
H -0.808 0.308 -2.494
H -1.362 -0.976 -1.686
O 1.893 -0.493 -1.847
H 1.897 -1.163 -2.532
H 1.005 -0.101 -1.868
*
```

The calculation puts the HOMO energy at -8.94 eV.

***

How do the energies compare? Relative to the most stable structure, in kcal/mol: (a) 32.8; (b) 0.0.

***

(a)
Molecular formula: C4H17NO3
Method: DFT, ωB97M-V with the def2-TZVPD basis set

ORCA input file:
```
! wB97M-V def2-TZVPD RIJCOSX def2/J DEFGRID3
* xyz 0 1
C 0.899 -1.180 -2.737
C 0.568 -0.554 -1.375
C 1.002 -1.471 -0.250
C 0.566 -0.933 1.087
N 2.396 -1.891 -0.204
H 1.970 -1.090 -2.911
H 0.524 -2.205 -2.755
H 0.405 -0.745 -3.605
H -0.496 -0.337 -1.264
H 1.146 0.378 -1.311
H 0.500 -2.441 -0.343
H 0.747 -1.634 1.893
H 0.960 0.068 1.354
H -0.416 -0.504 0.900
H 2.768 -2.115 -1.100
H 3.029 -1.472 0.453
O -3.140 3.934 0.342
H -3.936 3.399 0.405
H -3.295 4.730 0.869
O -0.804 6.987 1.548
H -0.618 6.335 2.231
H -0.798 6.467 0.736
O -1.059 -4.426 2.306
H -1.318 -4.072 1.441
H -1.599 -5.230 2.290
*
```

The calculation puts the HOMO energy at -8.73 eV.

***

(b)
Molecular formula: C4H17NO3
Method: DFT, ωB97M-V with the def2-TZVPD basis set

ORCA input file:
```
! wB97M-V def2-TZVPD RIJCOSX def2/J DEFGRID3
* xyz 0 1
C -1.279 -0.745 -1.314
N -1.032 0.732 -0.982
C 0.418 1.163 -1.015
C 0.973 1.191 -2.429
C 1.298 0.401 -0.098
H -0.727 -1.405 -2.115
H -2.482 -0.847 -1.401
H -1.084 -1.467 -0.398
H -1.566 1.268 -1.655
H 0.316 2.215 -0.571
H 1.452 2.242 -2.469
H 0.121 1.215 -3.135
H 1.729 0.444 -2.626
H 2.306 0.784 0.147
H 1.419 -0.648 -0.055
H 0.985 0.443 1.079
O -0.198 -0.476 3.595
H -0.421 0.530 3.527
H -0.997 -0.713 2.948
O -1.992 0.095 1.418
H -1.479 0.946 1.052
H -2.154 -0.435 0.684
O 1.264 -2.530 1.689
H 2.198 -2.354 1.684
H 0.930 -2.050 2.440
*
```

The calculation puts the HOMO energy at -9.48 eV.

***

How do the energies compare? Relative to the most stable structure, in kcal/mol: (a) 0.0; (b) 39.2.

***

(a)
Molecular formula: C4H6O2Rb
Method: DFT, ωB97M-V with the def2-TZVPD basis set

ORCA input file:
```
! wB97M-V def2-TZVPD RIJCOSX def2/J DEFGRID3
* xyz 0 2
C -0.856 -0.272 0.890
O -1.644 0.547 1.625
H -0.682 -1.222 1.398
H -1.552 1.470 1.362
C 2.528 -0.262 0.137
C 1.317 -0.551 -0.509
C 0.070 0.188 -0.139
O -1.184 -0.441 -0.501
Rb -4.209 0.215 -2.485
H 2.697 0.817 0.288
H 1.254 -1.650 -0.324
H 2.172 -0.103 -1.395
H 0.088 1.263 -0.347
*
```

The calculation puts the HOMO energy (alpha / beta) at -3.67 / -8.73 eV.

***

(b)
Molecular formula: C4H6O2Rb
Method: DFT, ωB97M-V with the def2-TZVPD basis set

ORCA input file:
```
! wB97M-V def2-TZVPD RIJCOSX def2/J DEFGRID3
* xyz 0 2
O 3.063 1.945 -0.129
C 1.140 -0.737 -0.113
C -0.033 -0.996 0.449
C -1.437 -1.125 0.017
C -2.145 0.190 -0.133
O -1.646 1.262 0.141
H 3.817 1.371 -0.006
H 2.063 -0.771 0.476
H 1.204 -0.567 -1.199
H -2.035 -1.742 0.710
H -1.517 -1.636 -0.964
H -3.193 0.140 -0.488
Rb 0.717 2.666 1.238
*
```

The calculation puts the HOMO energy (alpha / beta) at -6.47 / -6.48 eV.

***

How do the energies compare? Relative to the most stable structure, in kcal/mol: (a) 83.8; (b) 0.0.

***

(a)
Molecular formula: C15H23N3O3
Method: DFT, ωB97M-V with the def2-TZVPD basis set

ORCA input file:
```
! wB97M-V def2-TZVPD RIJCOSX def2/J DEFGRID3
* xyz 0 1
C -0.415 1.195 0.625
C 0.762 1.988 0.377
C -1.553 2.096 1.114
C -2.961 1.969 1.577
C -3.993 1.785 0.723
C -3.313 1.851 2.901
C -5.223 1.349 1.116
C -4.544 1.484 3.381
C -5.609 1.148 2.469
C 2.107 -0.190 -0.166
C 2.574 -0.818 1.140
C 3.104 -0.586 -1.195
C 2.720 -0.545 -2.622
C 1.975 -1.910 -3.025
C 2.710 -3.152 -2.515
H -0.484 0.384 2.509
H -1.168 -0.626 1.438
H -0.591 0.849 -0.322
H -1.330 2.982 0.464
H -0.886 2.386 2.049
H -3.766 2.069 -0.390
H -2.591 2.220 3.704
H -6.050 1.464 0.388
H -4.544 1.206 4.405
H -6.617 0.890 2.773
H 2.359 2.040 -0.367
H 1.131 -0.672 -0.375
H 3.515 -1.461 -0.967
H 3.945 0.025 -1.126
H 1.961 0.183 -2.908
H 3.645 -0.574 -3.291
H 0.936 -1.938 -2.673
H 2.046 -1.856 -4.097
H 3.630 -2.994 -3.005
H 2.929 -3.244 -1.441
H 1.622 -4.010 -3.975
H 1.206 -4.652 -2.517
H 0.856 -0.382 1.639
N -0.294 0.045 1.592
N 1.864 1.256 0.080
N 2.095 -4.324 -3.080
O 0.848 3.170 0.151
O 3.681 -1.217 1.300
O 1.710 -0.880 2.142
*
```

The calculation puts the HOMO energy at -9.18 eV.

***

(b)
Molecular formula: C15H23N3O3
Method: DFT, ωB97M-V with the def2-TZVPD basis set

ORCA input file:
```
! wB97M-V def2-TZVPD RIJCOSX def2/J DEFGRID3
* xyz 0 1
C -4.240 -1.218 1.017
C -4.711 0.167 0.589
C -4.341 0.535 -0.849
C -2.854 0.815 -1.076
N -2.042 -0.380 -1.098
C -1.032 -0.583 -0.223
O -0.634 0.236 0.582
N -0.510 -1.872 -0.254
N 0.728 -2.031 0.384
C 1.707 -2.742 -0.208
O 1.512 -3.440 -1.185
C 3.049 -2.624 0.512
O 3.248 -1.334 1.036
C 3.089 -0.271 0.158
C 3.376 -0.368 -1.197
C 3.176 0.727 -2.017
C 2.680 1.905 -1.496
C 2.383 2.011 -0.143
C 1.796 3.274 0.405
C 2.596 0.921 0.699
C 2.249 1.001 2.155
H -4.657 -1.466 1.991
H -4.570 -1.973 0.306
H -3.158 -1.260 1.095
H -5.799 0.210 0.679
H -4.294 0.915 1.266
H -4.888 1.439 -1.125
H -4.663 -0.262 -1.525
H -2.455 1.446 -0.279
H -2.730 1.340 -2.031
H -2.352 -1.140 -1.681
H -0.527 -2.418 -1.111
H 0.907 -1.296 1.063
H 3.058 -3.297 1.374
H 3.846 -2.933 -0.174
H 3.746 -1.288 -1.620
H 3.401 0.650 -3.071
H 2.510 2.751 -2.146
H 0.823 3.065 0.847
H 2.434 3.695 1.181
H 1.672 4.014 -0.382
H 2.712 1.872 2.614
H 1.169 1.095 2.263
H 2.587 0.111 2.677
*
```

The calculation puts the HOMO energy at -8.48 eV.

***

How do the energies compare? Relative to the most stable structure, in kcal/mol: (a) 104.4; (b) 0.0.

***

(a)
Molecular formula: C4H8OS2
Method: DFT, ωB97M-V with the def2-TZVPD basis set

ORCA input file:
```
! wB97M-V def2-TZVPD RIJCOSX def2/J DEFGRID3
* xyz 0 1
C 0.292 -0.831 -0.046
C -0.950 -1.248 -0.810
C 0.686 0.584 -0.299
C 1.452 1.338 0.722
O -2.588 -0.688 1.219
S -1.508 1.549 -0.344
S -2.445 -0.302 -0.179
H 0.112 -0.992 1.020
H 1.117 -1.481 -0.366
H -0.881 -1.024 -1.872
H -1.170 -2.304 -0.661
H 0.901 0.831 -1.329
H 2.451 0.900 0.811
H 0.977 1.287 1.696
H 1.555 2.381 0.438
*
```

The calculation puts the HOMO energy at -8.93 eV.

***

(b)
Molecular formula: C4H8OS2
Method: DFT, ωB97M-V with the def2-TZVPD basis set

ORCA input file:
```
! wB97M-V def2-TZVPD RIJCOSX def2/J DEFGRID3
* xyz 0 1
C -1.788 1.836 -1.584
S -0.144 1.940 -0.918
S -0.237 1.139 0.921
C -0.267 -0.664 0.764
C 1.032 -1.248 0.231
C 2.171 -1.106 1.252
O 3.174 -1.749 1.141
H -1.872 1.867 -2.672
H -2.491 2.592 -1.231
H -2.280 0.873 -1.405
H -0.505 -1.005 1.772
H -1.118 -1.020 0.178
H 1.386 -0.688 -0.632
H 0.985 -2.325 0.066
H 1.955 -0.442 2.119
*
```

The calculation puts the HOMO energy at -9.03 eV.

***

How do the energies compare? Relative to the most stable structure, in kcal/mol: (a) 20.6; (b) 0.0.

***

(a)
Molecular formula: C3H9N2O
Method: DFT, ωB97M-V with the def2-TZVPD basis set

ORCA input file:
```
! wB97M-V def2-TZVPD RIJCOSX def2/J DEFGRID3
* xyz 1 1
N 0.924 -0.987 0.448
C 1.467 0.283 0.161
C 0.410 1.159 -0.583
O -0.684 1.217 0.442
C -1.424 0.201 0.501
N -1.781 -0.645 -0.436
H 1.068 -1.735 -0.264
H 1.242 -1.552 1.282
H 2.454 0.461 -0.317
H 1.438 0.657 1.205
H 0.876 2.118 -0.807
H 0.060 0.652 -1.546
H -2.181 0.168 1.378
H -1.231 -0.883 -1.314
H -2.636 -1.114 -0.148
*
```

The calculation puts the HOMO energy at -14.15 eV.

***

(b)
Molecular formula: C3H9N2O
Method: DFT, ωB97M-V with the def2-TZVPD basis set

ORCA input file:
```
! wB97M-V def2-TZVPD RIJCOSX def2/J DEFGRID3
* xyz 1 1
C -1.080 1.797 -0.775
C -0.815 1.202 0.415
C 0.464 0.623 0.669
N 1.487 0.508 -0.148
N -0.147 -1.790 0.089
O 0.534 0.399 1.905
H -2.038 2.340 -1.130
H -0.443 1.772 -1.663
H -1.486 1.283 1.234
H 2.218 -0.136 -0.031
H 1.163 0.511 -1.084
H -0.774 -2.016 -0.725
H -0.629 -1.669 0.889
H 0.429 -2.707 0.063
H 1.396 0.004 2.225
*
```

The calculation puts the HOMO energy at -14.53 eV.

***

(c)
Molecular formula: C3H9N2O
Method: DFT, ωB97M-V with the def2-TZVPD basis set

ORCA input file:
```
! wB97M-V def2-TZVPD RIJCOSX def2/J DEFGRID3
* xyz 1 1
O 1.164 2.125 0.793
C 0.475 3.022 1.199
H -0.096 2.929 2.137
H 0.421 4.017 0.735
C 0.249 -0.971 -0.387
C -0.958 -1.441 -0.762
N -1.664 -2.301 0.227
N 1.076 -0.278 -1.205
H 0.647 -1.164 0.604
H -1.529 -1.271 -1.657
H -1.790 -3.278 -0.049
H -1.172 -2.305 1.122
H -2.582 -1.909 0.443
H 0.656 0.150 -2.019
H 1.660 0.391 -0.721
*
```

The calculation puts the HOMO energy at -13.13 eV.

***

(d)
Molecular formula: C3H9N2O
Method: DFT, ωB97M-V with the def2-TZVPD basis set

ORCA input file:
```
! wB97M-V def2-TZVPD RIJCOSX def2/J DEFGRID3
* xyz 1 1
C 2.877 0.410 -0.687
C -1.855 0.595 1.692
C -0.967 -0.697 -0.182
N 0.373 0.722 1.162
N -0.698 0.226 0.860
O 3.844 0.862 -1.089
H 1.954 -0.740 -2.973
H -1.354 1.215 2.527
H -2.456 1.111 0.924
H -2.117 -0.269 2.273
H -1.707 -1.400 -0.051
H -1.437 -0.200 -1.165
H -0.197 -1.242 -0.626
H 1.071 0.424 0.509
H 2.670 -1.018 -3.176
*
```

The calculation puts the HOMO energy at -16.84 eV.

***

How do the energies compare? Relative to the most stable structure, in kcal/mol: (a) 4.0; (b) 0.0; (c) 1.5; (d) 68.5.

***

(a)
Molecular formula: C3H9N2O
Method: DFT, ωB97M-V with the def2-TZVPD basis set

ORCA input file:
```
! wB97M-V def2-TZVPD RIJCOSX def2/J DEFGRID3
* xyz 1 1
C -0.614 -0.944 1.512
N -0.045 -0.319 0.361
C 1.316 -0.557 -0.024
N -0.717 0.505 -0.328
C -0.228 1.261 -1.425
O -2.089 0.827 0.001
H -1.125 -1.874 1.240
H 0.170 -1.175 2.231
H -1.363 -0.281 1.952
H 1.380 -0.857 -1.073
H 1.922 0.346 0.103
H 1.746 -1.344 0.591
H 0.647 1.853 -1.139
H -1.034 1.932 -1.728
H 0.034 0.627 -2.275
*
```

The calculation puts the HOMO energy (alpha / beta) at -15.57 / -15.57 eV.

***

(b)
Molecular formula: C3H9N2O
Method: DFT, ωB97M-V with the def2-TZVPD basis set

ORCA input file:
```
! wB97M-V def2-TZVPD RIJCOSX def2/J DEFGRID3
* xyz 1 1
C 0.585 1.535 -1.603
N 0.557 0.709 -0.369
C -0.264 -0.592 -0.211
C -0.206 -0.848 1.291
N -1.158 -1.629 1.810
O 0.645 -0.294 1.958
H 1.080 2.454 -1.267
H 1.041 1.225 -2.544
H -0.443 1.788 -1.868
H 0.263 1.278 0.430
H 1.503 0.426 -0.094
H -1.209 -0.365 -0.701
H 0.221 -1.350 -0.816
H -0.888 -2.053 2.691
H -1.725 -2.284 1.293
*
```

The calculation puts the HOMO energy at -15.02 eV.

***

How do the energies compare? Relative to the most stable structure, in kcal/mol: (a) 100.3; (b) 0.0.